No. 1
An isolated ion of composition IO4S2 and charge -1 at a distorted geometry. Source: OMol25; level of theory: ωB97M-V/def2-TZVPD.

Properties
- Net charge: -1
- Calculated total energy: -1395.064404 Ha
- E_HOMO: -4.7 eV
- ΔE to the lowest compared entry with this formula, charge and spin: 55.39 kJ/mol

Bonds (Å) are listed after each position.
Atoms and positions in Å:
1 O -0.16 1.49 -0.07  S2 1.490
2 S 0.89 0.64 0.55  O1 1.490, O3 1.470, O4 1.535, O5 2.019
3 O 0.67 0.46 1.99  S2 1.470
4 O 2.35 0.95 0.19  S2 1.535
5 O 0.06 -1.05 -0.16  S2 2.019, S6 1.657
6 S -1.56 -1.40 -0.17  O5 1.657, I7 2.296
7 I -2.25 -1.09 -2.34  S6 2.296

Atom charges from the Löwdin analysis, given in e for atoms 1 to 4: -0.415, 0.593, -0.375, -0.378

***

No. 2
A 4-piece molecular cluster, C29H55N2O12Si overall at a distorted geometry. Source: OMol25; level of theory: ωB97M-V/def2-TZVPD.

Properties
- Net charge: +1
- Calculated total energy: -2439.709199 Ha
- E_HOMO: -11.9 eV

Bonds (Å) are listed after each position.
Atoms and positions in Å:
1 C 7.73 -3.58 0.97  C2 1.501, H24 1.085, H25 1.079, H26 1.087
2 C 6.38 -4.06 1.43  C1 1.501, O3 1.213, O4 1.383
3 O 5.85 -5.05 0.98  C2 1.213
4 O 5.74 -3.35 2.43  C2 1.383, C5 1.424
5 C 5.13 -2.17 1.92  O4 1.424, C6 1.525, H27 1.092, H28 1.090
6 C 4.63 -1.35 3.10  C5 1.525, C7 1.523, H29 1.089, H30 1.086
7 C 4.00 -0.06 2.59  C6 1.523, C8 1.543, H31 1.089, H32 1.090
8 C 2.53 -0.28 2.14  C7 1.543, C9 1.536, H33 1.089, H34 1.086
9 C 1.93 1.02 1.59  C8 1.536, C10 1.533, H35 1.087, H36 1.089
10 C 0.74 1.48 2.44  C9 1.533, C11 1.523, H37 1.087, H38 1.088
11 C -0.44 0.57 2.14  C10 1.523, C12 1.555, H39 1.087, H40 1.092
12 C -1.72 0.94 2.94  C11 1.555, C13 1.481, H41 1.087, H42 1.087
13 C -2.83 0.11 2.42  C12 1.481, C14 1.400, N23 1.304
14 C -2.83 -1.29 2.52  C13 1.400, C15 1.341, H43 1.074
15 C -3.87 -1.94 1.99  C14 1.341, Si16 1.926, C20 1.421
16 Si -3.93 -3.87 2.06  C15 1.926, C17 1.870, C18 1.896, C19 1.880
17 C -5.53 -4.54 2.76  Si16 1.870, H44 1.086, H45 1.086, H46 1.087
18 C -3.60 -4.51 0.31  Si16 1.896, H47 1.086, H48 1.092, H49 1.083
19 C -2.45 -4.40 3.10  Si16 1.880, H50 1.086, H51 1.091, H52 1.089
20 C -4.91 -1.22 1.34  C15 1.421, O21 1.338, N22 1.303
21 O -5.96 -1.85 0.79  C20 1.338, H53 0.966
22 N -4.92 0.08 1.28  C20 1.303, N23 1.318
23 N -3.86 0.65 1.84  C13 1.304, N22 1.318, H54 1.016
24 H 7.62 -2.76 0.26  C1 1.085
25 H 8.28 -4.39 0.51  C1 1.079
26 H 8.26 -3.21 1.84  C1 1.087
27 H 5.82 -1.54 1.35  C5 1.092
28 H 4.28 -2.43 1.30  C5 1.090
29 H 3.91 -1.97 3.63  C6 1.089
30 H 5.47 -1.16 3.77  C6 1.086
31 H 4.00 0.71 3.36  C7 1.089
32 H 4.53 0.34 1.73  C7 1.090
33 H 1.99 -0.58 3.04  C8 1.089
34 H 2.54 -1.09 1.43  C8 1.086
35 H 2.65 1.83 1.61  C9 1.087
36 H 1.64 0.89 0.55  C9 1.089
37 H 0.44 2.49 2.17  C10 1.087
38 H 1.00 1.37 3.49  C10 1.088
39 H -0.22 -0.48 2.33  C11 1.087
40 H -0.72 0.61 1.08  C11 1.092
41 H -1.54 0.62 3.96  C12 1.087
42 H -1.94 2.00 2.88  C12 1.087
43 H -2.03 -1.80 3.02  C14 1.074
44 H -6.35 -4.41 2.06  C17 1.086
45 H -5.38 -5.60 2.94  C17 1.086
46 H -5.77 -4.04 3.69  C17 1.087
47 H -4.49 -4.95 -0.13  C18 1.086
48 H -3.32 -3.65 -0.31  C18 1.092
49 H -2.78 -5.22 0.31  C18 1.083
50 H -2.28 -5.47 3.02  C19 1.086
51 H -2.58 -4.15 4.15  C19 1.091
52 H -1.54 -3.90 2.78  C19 1.089
53 H -5.65 -2.54 0.20  O21 0.966
54 H -3.85 1.66 1.80  N23 1.016
55 C -1.04 2.92 -1.78  C56 1.514, H62 1.091, H63 1.090, H64 1.088
56 C -1.92 3.16 -0.56  C55 1.514, O57 1.432, H65 1.093, H66 1.091
57 O -1.34 4.10 0.35  C56 1.432, C58 1.341
58 C -1.42 5.38 -0.04  O57 1.341, O59 1.200, O60 1.327
59 O -1.93 5.78 -1.04  C58 1.200
60 O -0.81 6.12 0.88  C58 1.327, C61 1.436
61 C -0.74 7.52 0.56  O60 1.436, H67 1.087, H68 1.089, H69 1.085
62 H -0.04 2.62 -1.47  C55 1.091
63 H -1.46 2.13 -2.40  C55 1.090
64 H -0.95 3.82 -2.38  C55 1.088
65 H -2.01 2.23 0.01  C56 1.093
66 H -2.92 3.47 -0.85  C56 1.091
67 H -1.73 7.92 0.34  C61 1.087
68 H -0.07 7.68 -0.28  C61 1.089
69 H -0.34 8.02 1.44  C61 1.085
70 C -1.14 -9.67 -3.30  C71 1.514, H77 1.091, H78 1.090, H79 1.089
71 C -1.65 -8.28 -3.04  C70 1.514, O72 1.437, H80 1.089, H81 1.090
72 O -0.94 -7.63 -1.97  C71 1.437, C73 1.333
73 C 0.28 -7.19 -2.28  O72 1.333, O74 1.200, O75 1.334
74 O 0.82 -7.26 -3.35  C73 1.200
75 O 0.80 -6.64 -1.18  C73 1.334, C76 1.430
76 C 2.15 -6.18 -1.32  O75 1.430, H82 1.088, H83 1.088, H84 1.086
77 H -1.16 -10.27 -2.39  C70 1.091
78 H -1.75 -10.17 -4.06  C70 1.090
79 H -0.11 -9.65 -3.66  C70 1.089
80 H -2.69 -8.32 -2.71  C71 1.089
81 H -1.62 -7.66 -3.94  C71 1.090
82 H 2.25 -5.50 -2.16  C76 1.088
83 H 2.82 -7.03 -1.44  C76 1.088
84 H 2.40 -5.66 -0.40  C76 1.086
85 C -1.45 7.86 -4.12  C86 1.513, H92 1.091, H93 1.090, H94 1.089
86 C -1.23 9.36 -4.12  C85 1.513, O87 1.436, H95 1.088, H96 1.090
87 O 0.04 9.71 -3.57  C86 1.436, C88 1.332
88 C 1.09 9.50 -4.36  O87 1.332, O89 1.202, O90 1.334
89 O 1.06 9.07 -5.49  C88 1.202
90 O 2.19 9.86 -3.70  C88 1.334, C91 1.430
91 C 3.41 9.61 -4.41  O90 1.430, H97 1.087, H98 1.089, H99 1.086
92 H -1.31 7.45 -3.12  C85 1.091
93 H -2.45 7.62 -4.47  C85 1.090
94 H -0.74 7.36 -4.78  C85 1.089
95 H -1.97 9.84 -3.48  C86 1.088
96 H -1.34 9.79 -5.12  C86 1.090
97 H 3.39 10.08 -5.39  C91 1.087
98 H 3.58 8.54 -4.51  C91 1.089
99 H 4.21 10.05 -3.82  C91 1.086

Atom charges from the Löwdin analysis, given in e for atoms 1 to 4: 0.019, -0.499, 0.118, -0.030